Record 1
17
Properties=species:S:1:pos:R:3 method="wB97M-V/def2-TZVPD" orbital_gap_ha="0.2432 / 0.2724" fmax_ev_per_a=5.29 e_homo_ev="-2.86 / -3.66" total_charge=-1 energy_ha=-525.958056 de_lowest_kcal_mol=74.4
C -1.826 0.079 -0.376
C 0.577 -2.678 -0.191
C 1.397 1.791 -0.173
C 1.087 -0.488 -0.052
N -2.038 -0.480 0.787
N -1.595 1.361 -0.250
N -2.045 0.492 1.667
N -1.742 1.635 1.011
O 1.247 -1.622 -0.637
O 1.900 0.481 -0.532
H -0.028 -2.438 0.559
H 0.338 -3.507 -0.959
H -1.863 -0.595 -1.219
H 1.900 1.906 0.803
H 0.342 1.851 -0.273
H 1.791 2.405 -1.096
H 0.560 -0.193 0.931

---

Record 2
16
Properties=species:S:1:pos:R:3 method="wB97M-V/def2-TZVPD" orbital_gap_ha=0.3060 fmax_ev_per_a=4.06 e_homo_ev=-8.88 energy_ha=-430.260363 de_lowest_kcal_mol=126.8
C 0.042 -0.442 2.192
C -0.454 -1.538 1.391
C -0.868 -0.828 0.134
C 1.127 0.311 0.368
N 0.986 0.304 1.700
N 0.420 2.219 -3.108
N 0.997 3.050 -3.586
N -0.217 1.314 -2.689
N 0.165 0.021 -0.434
H -0.223 -0.227 3.160
H 0.385 -2.326 1.137
H -1.292 -1.979 1.749
H -1.447 -1.389 -0.592
H -1.665 -0.057 0.538
H 2.049 0.908 -0.089
H -0.005 0.661 -1.873

---

Record 3
17
Properties=species:S:1:pos:R:3 method="wB97M-V/def2-TZVPD" orbital_gap_ha=0.3493 fmax_ev_per_a=4.94 e_homo_ev=-8.96 energy_ha=-505.530176 de_lowest_kcal_mol=73.3
C -1.916 0.501 0.799
C 1.639 -1.346 -0.045
C 0.980 1.683 0.000
C 0.469 0.391 0.478
N -2.962 -0.058 0.272
N -2.511 -0.692 -0.802
N -1.279 -0.521 -0.995
N -0.849 0.225 0.056
N 0.936 -1.933 -0.941
O 2.626 -1.472 0.585
H -2.051 1.251 1.517
H 1.192 1.636 -1.043
H 0.200 2.337 0.306
H 1.848 1.964 0.642
H 0.462 0.437 1.550
H -0.059 -1.566 -1.122
H 1.274 -2.837 -1.257

---

Record 4
13
Properties=species:S:1:pos:R:3 method="wB97M-V/def2-TZVPD" orbital_gap_ha=0.3811 fmax_ev_per_a=2.82 e_homo_ev=-9.50 energy_ha=-286.481641 de_lowest_kcal_mol=94.1
C -1.778 -0.017 -0.715
O -0.190 0.103 -0.808
C 1.101 -0.542 -0.477
C 1.422 0.169 0.857
C 0.058 0.697 1.083
N -0.982 1.021 1.482
H -1.945 -0.482 -1.667
H -2.223 1.006 -0.694
H -2.277 -0.558 0.116
H 1.825 -0.271 -1.271
H 1.108 -1.637 -0.391
H 1.718 -0.470 1.700
H 2.161 0.981 0.785

---

Record 5
13
Properties=species:S:1:pos:R:3 method="wB97M-V/def2-TZVPD" orbital_gap_ha=0.3302 fmax_ev_per_a=0.40 e_homo_ev=-8.68 energy_ha=-286.451371 de_lowest_kcal_mol=113.1
O 1.357 -1.805 0.281
C 1.574 -0.809 -0.375
N 1.518 0.459 0.132
C -0.633 1.213 -0.023
C -1.359 0.216 0.843
C -1.405 0.069 -0.636
H 1.766 -0.830 -1.463
H 1.508 0.570 1.137
H 1.821 1.253 -0.411
H -0.798 -0.552 1.374
H -2.187 0.634 1.415
H -2.264 0.383 -1.227
H -0.898 -0.802 -1.046

---

Record 6
13
Properties=species:S:1:pos:R:3 method="wB97M-V/def2-TZVPD" orbital_gap_ha=0.3235 fmax_ev_per_a=0.44 e_homo_ev=-9.50 energy_ha=-286.445415 de_lowest_kcal_mol=116.9
N 2.409 -0.036 0.273
C 1.151 -0.012 0.138
C 0.288 -1.130 0.661
C -1.494 -0.181 -1.098
C -0.896 0.989 -0.448
O 0.520 1.032 -0.487
H 2.817 0.808 -0.130
H 0.929 -1.955 0.967
H -0.321 -0.806 1.514
H -2.518 -0.268 -0.677
H -0.383 -1.497 -0.136
H -1.237 1.277 0.559
H -1.265 1.780 -1.136

---

Record 7
13
Properties=species:S:1:pos:R:3 method="wB97M-V/def2-TZVPD" orbital_gap_ha=0.3436 fmax_ev_per_a=0.59 e_homo_ev=-8.30 energy_ha=-286.489610 de_lowest_kcal_mol=89.1
C 1.593 1.094 -0.047
C 0.800 0.254 -1.004
C -1.135 -1.720 0.263
N -1.462 -0.573 0.713
C -1.582 0.606 1.021
O -0.159 0.643 -1.628
H 2.526 1.396 -0.540
H 1.019 1.976 0.240
H 1.862 0.514 0.843
H 1.148 -0.796 -1.116
H -1.058 -1.850 -0.812
H -0.954 -2.542 0.946
H -2.598 0.997 1.121

---

Record 8
13
Properties=species:S:1:pos:R:3 method="wB97M-V/def2-TZVPD" orbital_gap_ha=0.3615 fmax_ev_per_a=0.64 e_homo_ev=-8.96 energy_ha=-286.551147 de_lowest_kcal_mol=50.5
C 1.801 0.439 -0.122
C 0.455 -0.070 0.374
O 0.273 -1.407 -0.083
C -0.760 0.751 -0.045
C -1.906 0.144 0.181
N -2.877 -0.499 0.559
H 2.567 -0.250 0.248
H 2.039 1.450 0.226
H 1.836 0.416 -1.217
H 0.477 -0.142 1.467
H -0.020 -1.308 -1.000
H -0.701 1.720 -0.527
H -3.186 -1.247 -0.061

---

Record 9
13
Properties=species:S:1:pos:R:3 method="wB97M-V/def2-TZVPD" orbital_gap_ha=0.3676 fmax_ev_per_a=1.17 e_homo_ev=-9.35 energy_ha=-286.522649 de_lowest_kcal_mol=68.4
C -0.495 0.315 -0.859
C -1.433 -0.398 -0.201
C -1.872 0.014 1.095
N -2.232 0.403 2.127
H -0.055 1.213 -0.434
H -0.222 0.093 -1.883
H -1.960 -1.207 -0.690
C 1.860 -0.092 0.750
O 1.187 -0.820 -0.260
H 2.363 0.763 0.282
H 1.178 0.285 1.528
H 2.601 -0.757 1.188
H 0.392 -1.242 0.123

---

Record 10
13
Properties=species:S:1:pos:R:3 method="wB97M-V/def2-TZVPD" orbital_gap_ha=0.3937 fmax_ev_per_a=0.39 e_homo_ev=-9.79 energy_ha=-286.532867 de_lowest_kcal_mol=62.0
O 1.934 0.750 0.279
C 0.834 0.276 -0.450
C 0.195 -1.097 -0.096
C -1.172 -0.420 -0.214
N -1.288 0.556 0.844
C -0.541 0.936 -0.342
H 1.702 0.724 1.216
H 1.143 0.281 -1.500
H 0.394 -1.420 0.935
H 0.432 -1.915 -0.778
H -2.074 -0.816 -0.671
H -0.698 0.311 1.637
H -0.861 1.834 -0.862

---

Record 11
13
Properties=species:S:1:pos:R:3 method="wB97M-V/def2-TZVPD" orbital_gap_ha=0.3219 fmax_ev_per_a=0.65 e_homo_ev=-8.05 energy_ha=-286.538157 de_lowest_kcal_mol=58.7
C 0.301 2.166 0.876
N 1.179 1.223 0.167
C 0.709 0.093 -0.004
C 0.135 -1.075 -0.179
C -0.729 -1.381 -1.360
O 0.241 -2.127 0.709
H 0.748 3.161 0.867
H 0.169 1.844 1.914
H -0.684 2.206 0.398
H -0.364 -2.270 -1.883
H -0.743 -0.539 -2.057
H -1.754 -1.577 -1.025
H 0.773 -1.850 1.465

---

Record 12
13
Properties=species:S:1:pos:R:3 method="wB97M-V/def2-TZVPD" orbital_gap_ha=0.3328 fmax_ev_per_a=4.48 e_homo_ev=-8.14 energy_ha=-286.492994 de_lowest_kcal_mol=87.0
C -0.935 1.247 -0.973
C -1.168 0.379 0.365
C -1.552 -0.865 0.304
N -1.800 -2.059 0.271
H -1.456 0.932 -1.839
H 0.155 0.992 -1.030
H -1.058 2.275 -0.826
H -1.086 0.789 1.330
H -1.262 -2.912 0.086
C 2.561 -0.251 0.611
O 2.152 -0.101 -0.478
H 1.775 -0.234 1.395
H 3.675 -0.190 0.784